{"formula": "C12H23N2O13PS3", "method": "the ωB97M-V functional and the def2-TZVPD basis", "largest_force_ha_per_bohr": 0.0435, "smiles": "[H]/N=C\\C[C@@H]1OS(=O)(=O)O[C@]1(ON=O)P(=O)(O)O.O=S1(=O)CCCC1.O=S1(=O)CCCC1", "homo_lumo_gap_ev": 9.31, "total_charge": 0, "species": ["H", "N", "C", "C", "C", "O", "S", "O", "O", "O", "C", "O", "N", "O", "P", "O", "O", "O", "H", "H", "H", "H", "H", "H", "O", "S", "O", "C", "C", "C", "C", "H", "H", "H", "H", "H", "H", "H", "H", "O", "S", "O", "C", "C", "C", "C", "H", "H", "H", "H", "H", "H", "H", "H"], "coordinates": [[3.13150, -2.73584, 1.65206], [4.07734, -2.55858, 2.00238], [4.34646, -1.34093, 1.89777], [3.46346, -0.25437, 1.34424], [2.60211, -0.68797, 0.16416], [2.84577, 0.24090, -0.93688], [1.87006, 1.46399, -0.77895], [1.61885, 2.10862, -2.00005], [2.14354, 2.37991, 0.24887], [0.59730, 0.59647, -0.29777], [1.04932, -0.62587, 0.30571], [0.55970, -1.62470, -0.57359], [-0.36355, -2.51864, 0.04692], [-0.85192, -3.22388, -0.72823], [0.37510, -0.58810, 2.03993], [1.07911, -1.52544, 2.86039], [-1.18837, -0.73772, 2.07444], [0.67067, 0.87391, 2.55005], [5.30461, -1.00810, 2.27790], [2.91158, 0.18201, 2.16648], [4.11189, 0.52649, 0.97413], [2.77988, -1.68285, -0.20658], [-1.59453, -0.48493, 1.22496], [-0.00138, 1.47484, 2.17673], [0.21708, -1.47220, -7.52907], [1.33938, -0.60038, -7.29454], [2.21205, -0.19725, -8.36662], [0.76707, 0.84720, -6.41493], [0.87244, 0.46485, -4.94066], [2.20976, -0.25407, -4.79675], [2.31590, -1.26910, -5.94362], [-0.24525, 1.08645, -6.73112], [1.43985, 1.66844, -6.65928], [0.81424, 1.33760, -4.29447], [0.05733, -0.21078, -4.67026], [3.02251, 0.47118, -4.86945], [2.29799, -0.74697, -3.82903], [3.33961, -1.40226, -6.28292], [1.88941, -2.23211, -5.67038], [-5.48519, -0.28007, 2.77236], [-4.36790, 0.56654, 3.09622], [-3.43422, 1.00014, 2.07943], [-4.97075, 1.99517, 3.98794], [-4.94652, 1.56190, 5.45055], [-3.62095, 0.81352, 5.64439], [-3.46881, -0.16281, 4.47035], [-5.96247, 2.25549, 3.62655], [-4.27704, 2.81534, 3.80572], [-5.03131, 2.41648, 6.11943], [-5.78323, 0.89053, 5.65346], [-2.79553, 1.52796, 5.63884], [-3.58996, 0.28684, 6.59631], [-2.43150, -0.29903, 4.18093], [-3.92252, -1.12780, 4.68556]], "forces_ev_per_a": [[0.009, -0.234, 0.157], [-0.303, -0.624, -0.159], [0.003, 0.362, 0.144], [0.499, -0.380, -0.098], [-0.569, 1.010, 0.595], [-0.142, -0.055, 0.030], [-1.134, 1.281, -0.474], [-0.192, -0.871, -1.708], [1.125, -0.107, 1.932], [0.562, -0.107, -0.087], [-0.866, 0.069, -0.813], [0.159, -0.012, -0.031], [-0.606, -0.438, 0.202], [0.401, 0.224, 0.088], [0.185, -0.040, 0.571], [1.061, -1.730, 0.912], [-0.133, 0.234, -1.212], [-0.695, 0.716, -0.745], [0.243, 0.135, 0.075], [-0.216, 0.084, 0.096], [0.144, 0.323, -0.096], [0.535, -0.205, -0.150], [-0.534, 0.058, 0.499], [0.443, 0.278, 0.301], [0.016, -0.039, -0.129], [0.088, 0.189, 0.124], [-0.091, -0.120, -0.145], [-0.149, 0.164, 0.305], [-0.140, 0.013, -0.077], [0.144, -0.068, 0.022], [0.203, -0.016, 0.393], [0.018, -0.070, -0.137], [0.024, -0.023, -0.053], [-0.005, 0.007, 0.007], [-0.031, 0.018, -0.038], [-0.001, 0.009, -0.006], [0.031, -0.009, 0.000], [-0.040, -0.050, -0.137], [-0.082, -0.001, -0.099], [0.064, -0.026, -0.232], [0.093, 0.159, 0.293], [-0.116, -0.117, -0.214], [-0.082, 0.165, 0.259], [0.052, -0.120, -0.007], [-0.057, 0.065, -0.050], [0.172, 0.041, 0.371], [0.027, -0.070, -0.143], [0.017, -0.017, -0.054], [-0.012, 0.011, -0.004], [-0.029, 0.023, -0.016], [0.001, 0.006, -0.013], [0.015, -0.018, -0.001], [-0.038, -0.076, -0.135], [-0.073, 0.000, -0.111]], "lowdin_charge": [0.041, 0.122, -0.230, -0.113, -0.205, -0.133, 0.578, -0.190, -0.190, -0.138, -0.436, -0.023, -0.002, 0.140, 0.425, -0.196, -0.097, -0.073, 0.106, 0.107, 0.123, 0.158, 0.095, 0.109, -0.321, 0.660, -0.326, -0.227, -0.224, -0.217, -0.218, 0.108, 0.108, 0.096, 0.123, 0.121, 0.105, 0.101, 0.103, -0.309, 0.673, -0.342, -0.229, -0.219, -0.208, -0.213, 0.109, 0.107, 0.116, 0.120, 0.117, 0.115, 0.082, 0.110]}